The following is a DFT calculation (wB97M-V/def2-TZVPD) of a 20-piece molecular cluster, C40H120O20 overall at a distorted geometry.

Output
frontier orbital gap: 9.01 eV
calculated total energy: -84370.775 eV

Each atom is followed by the atoms it is bonded to, with distances in Å.
CARTESIAN COORDINATES (ANGSTROEM)
1 C -4.1218 -6.1064 -2.5665  C2 1.561, H4 1.090, H5 1.090, H6 1.090
2 C -3.0012 -5.1236 -3.0300  C1 1.561, O3 1.373, H7 1.090, H8 1.090
3 O -3.2181 -3.9320 -2.3833  C2 1.373, H9 0.960
4 H -4.0560 -6.3751 -1.5122  C1 1.090
5 H -4.0218 -7.1019 -2.9990  C1 1.090
6 H -5.1258 -5.7416 -2.7833  C1 1.090
7 H -3.1019 -5.0235 -4.1107  C2 1.090
8 H -1.9834 -5.5003 -2.9282  C2 1.090
9 H -2.3532 -3.5230 -2.3042  O3 0.960
10 C 7.3381 -0.1116 -1.1911  C11 1.562, H13 1.090, H14 1.090, H15 1.090
11 C 8.1938 0.9180 -0.3859  C10 1.562, O12 1.420, H16 1.090, H17 1.090
12 O 7.3424 2.0265 -0.1378  C11 1.420, H18 0.960
13 H 6.3979 -0.3034 -0.6740  C10 1.090
14 H 7.7943 -1.0987 -1.1162  C10 1.090
15 H 7.1310 0.1626 -2.2255  C10 1.090
16 H 9.0923 1.2211 -0.9234  C11 1.090
17 H 8.5528 0.5590 0.5786  C11 1.090
18 H 6.6518 1.8434 0.5033  O12 0.960
19 C 0.8293 -0.3870 -0.3180  C20 1.495, H22 1.090, H23 1.090, H24 1.090
20 C -0.0388 -0.1306 0.8712  C19 1.495, O21 1.414, H25 1.090, H26 1.090
21 O -1.0267 0.8158 0.5128  C20 1.414, H27 0.960
22 H 1.3742 0.5342 -0.5245  C19 1.090
23 H 0.2775 -0.7194 -1.1972  C19 1.090
24 H 1.5714 -1.1340 -0.0364  C19 1.090
25 H 0.5865 0.3703 1.6103  C20 1.090
26 H -0.5714 -1.0025 1.2509  C20 1.090
27 H -1.3823 1.1658 1.3329  O21 0.960
28 C -4.0206 3.4103 -0.5609  C29 1.488, H31 1.090, H32 1.090, H33 1.090
29 C -2.9163 4.3946 -0.4014  C28 1.488, O30 1.465, H34 1.090, H35 1.090
30 O -2.9433 5.2370 -1.5995  C29 1.465, H36 0.960
31 H -4.9471 3.8933 -0.2502  C28 1.090
32 H -3.9398 2.5554 0.1104  C28 1.090
33 H -4.2321 3.0325 -1.5612  C28 1.090
34 H -1.9796 3.8411 -0.3364  C29 1.090
35 H -3.1074 4.9157 0.5367  C29 1.090
36 H -3.8203 5.6218 -1.6666  O30 0.960
37 C 0.6077 -1.5722 4.6620  C38 1.511, H40 1.090, H41 1.090, H42 1.090
38 C -0.6002 -1.6823 5.5632  C37 1.511, O39 1.361, H43 1.090, H44 1.090
39 O -1.7185 -1.8327 4.8014  C38 1.361, H45 0.960
40 H 0.5799 -0.6347 4.1066  C37 1.090
41 H 0.7153 -2.4143 3.9783  C37 1.090
42 H 1.4764 -1.4288 5.3045  C37 1.090
43 H -0.6653 -0.7547 6.1319  C38 1.090
44 H -0.5408 -2.5454 6.2262  C38 1.090
45 H -2.4529 -2.0763 5.3697  O39 0.960
46 C -2.6984 0.3269 -2.6655  C47 1.549, H49 1.090, H50 1.090, H51 1.090
47 C -3.0482 -0.7980 -1.6595  C46 1.549, O48 1.369, H52 1.090, H53 1.090
48 O -3.5454 -0.0888 -0.5990  C47 1.369, H54 0.960
49 H -3.4673 1.0992 -2.6872  C46 1.090
50 H -2.6033 -0.0340 -3.6897  C46 1.090
51 H -1.8488 0.8371 -2.2116  C46 1.090
52 H -2.1187 -1.2989 -1.3886  C47 1.090
53 H -3.7829 -1.5219 -2.0119  C47 1.090
54 H -2.7797 0.3284 -0.1974  O48 0.960
55 C -2.7336 -4.7416 1.1319  C56 1.574, H58 1.090, H59 1.090, H60 1.090
56 C -2.6472 -3.3761 1.9090  C55 1.574, O57 1.398, H61 1.090, H62 1.090
57 O -1.3144 -3.2705 2.3192  C56 1.398, H63 0.960
58 H -2.3412 -5.5135 1.7940  C55 1.090
59 H -2.2297 -4.6726 0.1679  C55 1.090
60 H -3.7593 -5.0666 0.9581  C55 1.090
61 H -3.3056 -3.3207 2.7759  C56 1.090
62 H -2.7505 -2.4840 1.2914  C56 1.090
63 H -1.3405 -2.8155 3.1641  O57 0.960
64 C -3.4691 0.1571 3.1240  C65 1.545, H67 1.090, H68 1.090, H69 1.090
65 C -2.9709 1.5013 3.6991  C64 1.545, O66 1.437, H70 1.090, H71 1.090
66 O -2.1284 2.2158 2.7806  C65 1.437, H72 0.960
67 H -3.7907 -0.4549 3.9667  C64 1.090
68 H -2.6734 -0.4317 2.6677  C64 1.090
69 H -4.2466 0.3645 2.3889  C64 1.090
70 H -2.4241 1.1794 4.5854  C65 1.090
71 H -3.8244 2.0301 4.1233  C65 1.090
72 H -1.8147 3.0308 3.1793  O66 0.960
73 C -4.3735 5.7108 3.4599  C74 1.526, H76 1.090, H77 1.090, H78 1.090
74 C -3.3702 6.7563 3.9379  C73 1.526, O75 1.392, H79 1.090, H80 1.090
75 O -3.8188 8.0507 3.6896  C74 1.392, H81 0.960
76 H -5.3517 5.8120 3.9299  C73 1.090
77 H -3.9600 4.7158 3.6245  C73 1.090
78 H -4.6547 5.8491 2.4159  C73 1.090
79 H -2.3766 6.6381 3.5056  C74 1.090
80 H -3.2452 6.6477 5.0153  C74 1.090
81 H -3.1936 8.6802 4.0564  O75 0.960
82 C 0.4102 2.9188 -1.9430  C83 1.511, H85 1.090, H86 1.090, H87 1.090
83 C 0.3333 4.1270 -2.8468  C82 1.511, O84 1.420, H88 1.090, H89 1.090
84 O -0.1425 5.2130 -2.0654  C83 1.420, H90 0.960
85 H -0.5263 2.3757 -1.8163  C82 1.090
86 H 0.8363 3.1542 -0.9678  C82 1.090
87 H 1.1051 2.1759 -2.3347  C82 1.090
88 H -0.3715 3.9535 -3.6600  C83 1.090
89 H 1.3202 4.3680 -3.2419  C83 1.090
90 H -1.0715 5.1155 -1.8439  O84 0.960
91 C -1.6997 3.4839 6.6522  C92 1.574, H94 1.090, H95 1.090, H96 1.090
92 C -0.3450 4.2749 6.7826  C91 1.574, O93 1.390, H97 1.090, H98 1.090
93 O -0.4887 5.5753 6.3146  C92 1.390, H99 0.960
94 H -2.4510 3.8469 7.3536  C91 1.090
95 H -1.4732 2.4404 6.8711  C91 1.090
96 H -2.1157 3.5529 5.6471  C91 1.090
97 H 0.4265 3.7190 6.2498  C92 1.090
98 H -0.0426 4.2993 7.8295  C92 1.090
99 H 0.2197 6.1024 6.6913  O93 0.960
100 C -0.3280 -2.5785 -3.9936  C101 1.517, H103 1.090, H104 1.090, H105 1.090
101 C 0.2703 -3.3444 -2.8288  C100 1.517, O102 1.374, H106 1.090, H107 1.090
102 O -0.6308 -3.3272 -1.7918  C101 1.374, H108 0.960
103 H -0.6026 -1.5622 -3.7110  C100 1.090
104 H -1.2417 -3.0795 -4.3133  C100 1.090
105 H 0.3486 -2.6420 -4.8458  C100 1.090
106 H 1.1629 -2.8027 -2.5160  C101 1.090
107 H 0.6555 -4.3388 -3.0545  C101 1.090
108 H -0.1220 -3.6185 -1.0316  O102 0.960
109 C 5.1742 -5.3376 -0.8968  C110 1.510, H112 1.090, H113 1.090, H114 1.090
110 C 6.5705 -5.9094 -0.8431  C109 1.510, O111 1.392, H115 1.090, H116 1.090
111 O 7.3575 -5.0319 -1.5841  C110 1.392, H117 0.960
112 H 4.9753 -4.8790 -1.8654  C109 1.090
113 H 5.0043 -4.5745 -0.1372  C109 1.090
114 H 4.4402 -6.1152 -0.6856  C109 1.090
115 H 6.7048 -6.9014 -1.2743  C110 1.090
116 H 6.9320 -5.9089 0.1852  C110 1.090
117 H 7.2094 -5.2072 -2.5163  O111 0.960
118 C -8.0735 0.6357 -0.6797  C119 1.504, H121 1.090, H122 1.090, H123 1.090
119 C -6.5844 0.4686 -0.8055  C118 1.504, O120 1.423, H124 1.090, H125 1.090
120 O -5.9876 -0.2233 0.2853  C119 1.423, H126 0.960
121 H -8.5794 -0.3283 -0.6253  C118 1.090
122 H -8.4241 1.2459 -1.5120  C118 1.090
123 H -8.3040 1.1584 0.2486  C118 1.090
124 H -6.0275 1.4013 -0.8944  C119 1.090
125 H -6.3625 -0.0396 -1.7438  C119 1.090
126 H -5.0620 -0.2764 0.0360  O120 0.960
127 C 2.4651 -4.5525 2.3601  C128 1.520, H130 1.090, H131 1.090, H132 1.090
128 C 1.6786 -4.8687 1.0982  C127 1.520, O129 1.449, H133 1.090, H134 1.090
129 O 0.7850 -3.7778 0.7645  C128 1.449, H135 0.960
130 H 1.8188 -4.1552 3.1429  C127 1.090
131 H 3.1531 -3.7213 2.2062  C127 1.090
132 H 2.9937 -5.4533 2.6720  C127 1.090
133 H 1.0660 -5.7603 1.2323  C128 1.090
134 H 2.3352 -5.0533 0.2480  C128 1.090
135 H 0.1054 -3.6719 1.4343  O129 0.960
136 C 2.8314 -3.7827 -5.5744  C137 1.518, H139 1.090, H140 1.090, H141 1.090
137 C 3.1387 -2.9676 -6.8170  C136 1.518, O138 1.438, H142 1.090, H143 1.090
138 O 2.1469 -1.9516 -7.0464  C137 1.438, H144 0.960
139 H 2.8049 -3.2232 -4.6392  C136 1.090
140 H 3.6199 -4.5142 -5.3977  C136 1.090
141 H 1.8404 -4.2358 -5.6031  C136 1.090
142 H 3.1727 -3.6176 -7.6913  C137 1.090
143 H 4.1178 -2.5139 -6.6632  C137 1.090
144 H 2.0902 -1.3020 -6.3418  O138 0.960
145 C 3.4100 1.1461 3.1544  C146 1.555, H148 1.090, H149 1.090, H150 1.090
146 C 3.8850 0.9184 1.6911  C145 1.555, O147 1.422, H151 1.090, H152 1.090
147 O 5.0435 1.7026 1.4374  C146 1.422, H153 0.960
148 H 2.6814 0.3583 3.3459  C145 1.090
149 H 2.8818 2.0864 3.3122  C145 1.090
150 H 4.2351 1.0902 3.8644  C145 1.090
151 H 3.1283 1.2351 0.9733  C146 1.090
152 H 4.0483 -0.1510 1.5579  C146 1.090
153 H 4.6549 2.5800 1.4648  O147 0.960
154 C 0.7740 3.6549 1.9116  C155 1.498, H157 1.090, H158 1.090, H159 1.090
155 C 0.4164 4.9133 2.6414  C154 1.498, O156 1.392, H160 1.090, H161 1.090
156 O -0.5859 4.5995 3.5546  C155 1.392, H162 0.960
157 H 1.1219 2.8956 2.6120  C154 1.090
158 H 1.5575 3.7706 1.1628  C154 1.090
159 H -0.0462 3.3442 1.2644  C154 1.090
160 H 0.0878 5.7065 1.9699  C155 1.090
161 H 1.2683 5.3364 3.1737  C155 1.090
162 H -0.4186 4.9516 4.4319  O156 0.960
163 C -0.2649 0.5167 -6.1297  C164 1.555, H166 1.090, H167 1.090, H168 1.090
164 C 0.7642 0.9937 -5.0666  C163 1.555, O165 1.395, H169 1.090, H170 1.090
165 O 1.8432 0.1445 -5.3157  C164 1.395, H171 0.960
166 H -1.0610 1.2488 -6.2654  C163 1.090
167 H -0.8092 -0.3952 -5.8841  C163 1.090
168 H 0.2011 0.4989 -7.1149  C163 1.090
169 H 0.3919 0.8784 -4.0487  C164 1.090
170 H 1.1469 2.0005 -5.2336  C164 1.090
171 H 2.5930 0.5887 -4.9132  O165 0.960
172 C 3.9078 -0.5103 -2.6718  C173 1.561, H175 1.090, H176 1.090, H177 1.090
173 C 4.0830 1.0409 -2.6786  C172 1.561, O174 1.416, H178 1.090, H179 1.090
174 O 3.6304 1.6250 -3.8863  C173 1.416, H180 0.960
175 H 4.2155 -1.0262 -1.7623  C172 1.090
176 H 4.3803 -0.9566 -3.5468  C172 1.090
177 H 2.8386 -0.7126 -2.7349  C172 1.090
178 H 5.1328 1.2944 -2.5309  C173 1.090
179 H 3.5759 1.4067 -1.7858  C173 1.090
180 H 4.0989 2.4629 -3.8936  O174 0.960